No. 1
A 13-piece molecular cluster, C6H38NO13 overall at a distorted geometry. Source: the Open Molecules 2025 dataset; level of theory: ωB97M-V/def2-TZVPD.

The value obtained for the energy above the lowest of the compared OMol25 structures with the same formula, charge and spin is 0.553 eV. Its LUMO energy is 2.673 eV. As for the HOMO-LUMO gap: 9.26 eV. The calculation puts the energy at -34950.7813 eV. The calculation puts the HOMO energy at -6.6 eV.

Structure (ORCA input):
```
! wB97M-V def2-TZVPD RIJCOSX def2/J DEFGRID3
* xyz -1 1
C 1.792 -0.792 1.983
C 1.953 0.053 0.734
N 0.721 0.817 0.459
C -0.788 2.471 -1.782
C -0.394 2.840 -0.341
C 0.947 2.214 0.074
C 1.568 3.081 1.227
O 1.539 2.459 2.501
H 0.952 -1.479 1.922
H 1.622 -0.178 2.879
H 2.679 -1.436 2.186
H 2.809 0.725 0.876
H 2.182 -0.581 -0.141
H 0.119 0.804 1.277
H -0.069 2.800 -2.525
H -0.909 1.385 -1.837
H -1.738 2.921 -2.064
H -0.324 3.918 -0.243
H -1.202 2.562 0.337
H 1.633 2.232 -0.784
H 2.637 3.210 1.040
H 1.073 4.057 1.352
H -1.195 -0.735 0.725
H -2.080 -1.023 2.611
O -2.104 -1.015 0.911
H -2.718 0.439 1.181
H -3.766 1.165 2.028
O -3.007 1.378 1.473
H -1.079 0.692 3.456
H -1.432 -1.837 3.695
O -1.902 -0.995 3.594
H 1.327 -4.530 -0.957
H 0.260 -3.445 -1.228
O 0.380 -4.369 -0.890
H -1.720 1.693 2.540
H 0.627 2.154 2.708
O -0.909 1.591 3.101
H 0.670 -0.708 -4.674
H 0.872 -1.588 -3.363
O 1.268 -1.313 -4.230
H -0.878 -1.675 -1.833
H 0.554 -1.257 -1.194
O 0.144 -1.863 -1.843
H -0.609 -3.676 1.458
H -1.551 -2.412 1.714
O -1.178 -3.238 2.114
H -2.345 -1.120 -0.633
H -2.869 -2.178 -1.612
O -2.393 -1.334 -1.656
H 3.134 -0.122 -2.301
H 2.658 -0.482 -3.694
O 3.367 0.026 -3.225
H 2.701 2.993 -2.893
H 3.207 1.721 -3.635
O 3.114 2.697 -3.707
H -2.861 -3.951 0.563
H -3.085 -2.460 0.473
O -3.404 -3.307 0.092
*
```

No. 2
A 13-piece molecular cluster, C6H38NO13 overall at a distorted geometry. Source: the Open Molecules 2025 dataset; level of theory: ωB97M-V/def2-TZVPD.

The value obtained for the energy above the lowest of the compared OMol25 structures with the same formula, charge and spin is 1.063 eV. Its LUMO energy is -2.510 eV. As for the HOMO-LUMO gap: 10.84 eV. The calculation puts the energy at -34940.2791 eV. The calculation puts the HOMO energy at -13.3 eV.

Structure (ORCA input):
```
! wB97M-V def2-TZVPD RIJCOSX def2/J DEFGRID3
* xyz 1 1
O -0.116 2.898 1.208
C -0.345 2.799 0.024
C -0.065 1.492 -0.691
C 1.368 1.420 -1.166
C 1.671 1.737 -2.676
C 1.292 0.572 -3.658
C -0.193 0.668 -3.957
N -0.149 0.438 0.425
H -0.672 3.698 -0.500
H -0.827 1.260 -1.428
H 1.647 0.341 -1.138
H 2.054 1.940 -0.484
H 2.769 1.946 -2.559
H 1.319 2.725 -3.047
H 1.740 -0.348 -3.278
H 1.919 0.811 -4.523
H -0.692 0.454 -3.034
H -0.546 1.515 -4.494
H -0.451 -0.005 -4.797
H 0.651 0.580 1.102
H -1.025 0.605 0.947
H -0.177 -0.486 0.058
H -3.339 0.299 1.142
H -4.860 0.091 0.885
O -3.983 -0.077 0.522
H 0.053 -0.617 4.569
H 0.957 0.002 3.272
O 0.373 -0.647 3.664
H 2.430 -0.408 0.686
H 2.963 0.191 1.989
O 2.163 0.062 1.473
H -0.298 -2.278 2.983
H -0.786 -3.684 3.073
O -1.113 -2.808 2.840
H -3.338 0.787 -1.230
H -3.265 1.190 -2.771
O -2.984 1.398 -1.882
H 3.121 -2.318 -0.404
H 2.201 -3.061 0.609
O 2.790 -2.314 0.504
H -2.041 0.988 2.897
H -1.126 -0.275 2.590
O -2.033 0.118 2.437
H 3.136 3.496 2.156
H 3.763 3.036 0.901
O 3.058 2.782 1.516
H -1.320 1.225 4.471
H -2.034 -0.071 4.406
O -1.738 0.582 5.049
H -1.371 -2.180 1.191
H -2.423 -1.501 0.293
O -1.501 -1.796 0.287
H 0.723 -3.089 -2.193
H 2.253 -3.611 -2.313
O 1.640 -3.087 -1.798
H -1.423 -3.853 -2.275
H -0.927 -2.591 -1.498
O -0.894 -3.039 -2.372
*
```

No. 3
C6H3Br2I as an isolated structure at a distorted geometry. Source: the Open Molecules 2025 dataset; level of theory: ωB97M-V/def2-TZVPD.

The value obtained for the energy above the lowest of the compared OMol25 structures with the same formula, charge and spin is 2.946 eV. Its LUMO energy (alpha / beta) is -1.580 / -1.842 eV. As for the HOMO-LUMO gap (alpha / beta): 6.67 / 6.08 eV. The calculation puts the energy at -154447.5274 eV. The calculation puts the HOMO energy (alpha / beta) at -8.2 / -7.9 eV.

Structure (ORCA input):
```
! wB97M-V def2-TZVPD RIJCOSX def2/J DEFGRID3
* xyz 0 1
C 1.419 1.154 -3.014
C 1.280 1.083 -1.817
C 1.070 0.950 -0.451
C 0.316 -0.075 0.070
C -0.235 -0.052 1.329
C -1.765 -2.069 1.676
Br 0.564 0.590 2.838
Br -2.195 -1.934 3.465
I -3.374 -1.802 0.369
H 1.579 1.229 -4.048
H 1.427 1.743 0.192
H -0.087 -0.816 -0.607
*
```

No. 4
A 2-piece molecular cluster, C6H3Cl2F3S overall at a distorted geometry. Source: the Open Molecules 2025 dataset; level of theory: ωB97M-V/def2-TZVPD.

The value obtained for the energy above the lowest of the compared OMol25 structures with the same formula, charge and spin is 0.000 eV. Its LUMO energy (alpha / beta) is -2.778 / -2.771 eV. As for the HOMO-LUMO gap (alpha / beta): 6.09 / 6.19 eV. The calculation puts the energy at -50299.7257 eV. The calculation puts the HOMO energy (alpha / beta) at -8.9 / -9.0 eV.

Structure (ORCA input):
```
! wB97M-V def2-TZVPD RIJCOSX def2/J DEFGRID3
* xyz 0 1
C -2.506 -0.011 0.045
C -1.401 -0.845 0.083
C -2.165 1.316 -0.117
C -0.190 -0.148 -0.058
C 1.082 -0.688 -0.128
C 2.291 0.161 -0.445
F 1.773 -0.552 2.355
F 3.425 -0.536 -0.389
F 2.196 0.592 -1.738
S -0.489 1.573 -0.204
Cl 1.331 -2.351 -0.132
Cl 2.446 1.606 0.575
H -3.519 -0.360 0.130
H -1.440 -1.910 0.201
H -2.833 2.153 -0.179
*
```

Q: The lowest energy above the lowest of the compared OMol25 structures with the same formula, charge and spin belongs to which entry?
A: C6H3Cl2F3S